Here is one molecule with the formula CH6SSi from the OMol25 dataset. Energies are from ωB97M-V/def2-TZVPD.

XYZ file:
```
9
Properties=species:S:1:pos:R:3:mulliken_spin:R:1
Si 0.373 0.881 0.383 0.202
S -0.566 2.037 -1.291 1.434
H 1.852 0.742 0.180 0.037
H -1.587 -0.635 0.326 -0.091
C -0.453 -0.800 0.175 0.109
H -0.272 -1.186 -0.881 -0.011
H -0.080 -1.511 0.914 -0.008
H -0.182 1.753 1.443 0.052
H -1.592 1.177 -1.031 0.276
```

Results
E_LUMO (spin up / spin down) in eV: 0.819 / -3.071
E_HOMO (spin up / spin down) in eV: -3.858 / -11.198
Net charge: 0
Orbital gap (spin up / spin down) in eV: 4.68 / 8.13
Spin multiplicity: 3

Here is one molecule with the formula C3H7NO3S from the OMol25 dataset. Energies are from ωB97M-V/def2-TZVPD.

XYZ file:
```
15
Properties=species:S:1:pos:R:3:lowdin_charge:R:1
N -0.877 -1.415 -0.074 -0.011
C -1.097 -0.106 0.614 -0.248
O 1.614 -1.198 1.084 -0.250
S 1.642 -0.097 0.226 0.571
H -0.434 -1.948 0.638 0.047
C -0.130 1.864 -0.392 0.071
H 0.607 2.495 -0.836 0.076
O 1.498 -0.657 -1.257 -0.155
H -2.074 0.188 0.346 0.111
H -1.076 2.234 -0.699 0.070
O 2.716 0.777 0.165 -0.230
H 0.570 -0.761 -1.479 0.058
H -1.136 -0.303 1.648 0.107
H -1.856 -1.809 -0.244 0.119
C 0.034 0.736 0.261 -0.335
```

Results
E_LUMO in eV: 0.589
E_HOMO in eV: -10.599
SMILES string: C=C(CN)S(=O)(=O)O
Net charge: 0
Orbital gap in eV: 11.19
Spin multiplicity: 1

Here is a 2-piece molecular cluster, CH3O3S overall from the OMol25 dataset. Energies are from ωB97M-V/def2-TZVPD.

XYZ file:
```
8
Properties=species:S:1:pos:R:3:lowdin_charge:R:1
O -1.658 1.422 -0.425 -0.473
H 1.963 0.218 0.961 -0.023
H 1.505 -1.058 -0.388 -0.050
O -1.530 -1.058 -0.908 -0.440
H 1.124 0.780 -0.597 -0.031
O -1.797 -0.276 1.406 -0.454
C 1.711 -0.052 -0.091 -0.005
S -1.319 0.023 0.042 0.476
```

Results
E_LUMO (spin up / spin down) in eV: 3.572 / 3.957
E_HOMO (spin up / spin down) in eV: -3.362 / -5.091
Net charge: -1
Orbital gap (spin up / spin down) in eV: 6.93 / 9.05
Spin multiplicity: 1

Here is a 2-piece molecular cluster, C3H9NS2 overall from the OMol25 dataset. Energies are from ωB97M-V/def2-TZVPD.

XYZ file:
```
15
Properties=species:S:1:pos:R:3:mulliken_spin:R:1
H -1.248 -0.485 -2.937 0.031
H -0.609 -0.381 -1.265 0.011
H 0.800 -1.407 2.759 0.000
C -1.316 0.418 1.583 -0.004
H -0.427 -1.856 -2.290 0.005
N -0.767 0.008 2.640 0.006
H -0.815 0.824 0.680 0.002
H -2.375 0.207 1.454 0.000
H 1.124 -0.036 1.613 -0.001
S 0.906 1.820 -2.573 0.362
S 1.126 -0.170 -2.996 0.593
H 1.198 0.208 3.304 0.000
C -0.424 -0.767 -2.263 -0.013
C 0.646 -0.359 2.554 0.002
H 2.180 1.976 -2.263 0.006
```

Results
E_LUMO (spin up / spin down) in eV: -5.271 / -8.652
E_HOMO (spin up / spin down) in eV: -12.411 / -12.372
Net charge: +1
Orbital gap (spin up / spin down) in eV: 7.14 / 3.72
Spin multiplicity: 2

Here is C31H51BrN2O2PPdS as an isolated structure from the OMol25 dataset. Energies are from ωB97M-V/def2-TZVPD.

XYZ file:
```
90
Properties=species:S:1:pos:R:3:mulliken_spin:R:1
C 1.944 -3.997 -1.934 0.043
C 2.338 -2.332 2.087 0.003
H -2.881 2.029 -5.132 0.017
C 2.142 -2.848 0.648 0.006
C -0.010 4.486 -0.762 -0.006
H -4.039 1.545 -0.755 -0.001
Br 0.143 -1.775 -2.624 0.404
H 0.290 -1.531 -3.928 0.113
H 1.963 -3.062 4.118 0.000
C -2.350 4.868 -1.315 -0.051
H 1.014 2.629 1.332 0.000
C -1.416 4.567 -0.126 0.012
C -0.875 1.293 2.810 0.007
H 5.168 -4.850 -2.277 0.000
H 3.922 -5.328 -3.431 0.000
H 4.005 -1.647 3.333 0.000
H -5.113 1.390 1.973 0.000
H 5.109 -5.788 0.126 0.000
N -0.915 0.048 -3.230 0.246
H -1.286 6.726 0.207 -0.001
C -1.466 3.601 3.520 0.017
H -0.672 5.776 1.549 -0.001
H 2.447 -4.336 3.009 0.000
H -4.371 4.868 0.914 -0.001
H 4.454 -2.944 2.236 0.000
C 2.823 -4.037 0.279 0.010
H -3.898 4.357 2.530 0.001
C -2.182 1.232 -4.919 0.149
H -1.855 0.909 3.088 0.000
H 5.028 -6.538 -2.788 0.000
C 1.588 -1.043 2.462 -0.007
H -0.347 -1.255 -6.343 0.007
H -0.238 1.174 3.694 0.001
H -2.409 5.912 1.295 0.002
H 3.720 -6.751 0.661 0.000
H 0.787 4.405 -0.026 -0.002
O -0.439 0.216 0.423 0.687
O 0.611 -1.160 -0.284 0.088
C 0.571 3.146 2.187 0.012
H -5.515 2.235 -0.090 0.001
C -0.912 2.767 2.352 0.041
H 2.998 -7.945 -2.007 0.000
H -1.554 4.658 3.260 0.001
H 3.440 -4.506 1.037 0.003
C -0.426 -0.742 -4.248 0.531
H -1.959 0.556 -6.964 0.041
H 4.213 -1.312 1.608 0.000
H 1.772 -7.204 -0.969 0.000
N -1.375 1.741 -0.196 0.398
C -1.662 0.405 -5.933 0.230
C -1.760 0.985 -3.622 0.002
H -2.454 3.258 3.833 0.001
H 0.206 5.385 -1.350 0.001
C 1.333 -2.221 -0.324 0.066
C 4.340 -6.494 -0.204 0.001
H -0.816 3.533 4.399 -0.004
H 4.854 -7.409 -0.515 0.000
H 1.793 -0.763 3.502 0.001
H -1.978 5.711 -1.909 -0.002
H 1.918 -6.718 -2.659 0.000
H -2.429 4.015 -1.979 0.047
C -4.454 2.433 -0.286 -0.005
Pd -0.653 0.135 -1.229 0.260
H -0.477 0.646 2.029 -0.003
H -5.438 3.835 1.849 0.002
H -4.426 3.236 -1.018 -0.006
C 3.836 -2.047 2.327 0.000
C 4.455 -5.641 -2.528 0.000
H 0.072 3.629 -1.434 0.001
P -1.867 2.987 0.772 0.111
C -4.037 1.596 1.949 0.005
H -3.747 1.798 2.981 -0.002
H -3.537 0.684 1.613 -0.004
S -2.176 1.771 -2.220 0.594
H 1.819 -4.375 -2.941 -0.015
C -4.387 4.028 1.611 -0.012
C -3.712 2.778 1.017 -0.018
H -3.351 5.151 -0.984 -0.003
C 1.288 -2.844 -1.563 0.062
C -0.769 -0.599 -5.593 -0.072
H 0.816 -3.667 2.916 0.000
C 2.749 -4.634 -0.990 -0.003
H 0.505 -1.165 2.380 -0.005
H 0.705 4.221 2.058 0.000
C 3.497 -5.917 -1.354 -0.003
C -1.450 5.810 0.783 0.003
H 1.153 2.873 3.073 0.000
C 1.867 -3.412 3.085 0.001
C 2.489 -7.004 -1.772 0.000
H 1.898 -0.196 1.844 0.000
```

Results
E_LUMO (spin up / spin down) in eV: 2.469 / 1.233
E_HOMO (spin up / spin down) in eV: -1.669 / -3.568
Net charge: -1
Orbital gap (spin up / spin down) in eV: 4.14 / 4.80
Spin multiplicity: 5

Here is a 2-piece molecular cluster, C9H9ClO2S overall from the OMol25 dataset. Energies are from ωB97M-V/def2-TZVPD.

XYZ file:
```
22
Properties=species:S:1:pos:R:3:lowdin_charge:R:1
O -0.490 1.108 -0.941 0.070
C 2.467 -3.529 0.353 -0.054
S -3.886 2.085 2.555 0.815
H -1.442 3.791 -1.474 0.113
H 0.793 0.668 0.994 0.059
Cl 2.369 -1.152 -2.997 0.645
C 2.576 -2.433 -1.864 -0.520
H 3.139 -3.251 1.171 0.088
C 1.688 -1.170 0.008 -0.092
H 1.524 -3.842 0.796 0.084
H -0.469 0.277 -0.447 0.063
C -1.388 1.920 -0.364 -0.396
H -3.339 4.421 0.426 0.109
C 1.213 -0.198 0.540 0.133
C -1.794 3.175 -0.660 -0.007
H -3.400 0.849 2.746 -0.124
H 2.898 -4.378 -0.182 0.079
C -2.785 3.498 0.336 -0.085
H 3.001 -3.332 -2.295 0.073
C 2.251 -2.356 -0.570 -0.389
C -2.891 2.418 1.142 -0.687
O -2.034 1.430 0.725 0.022
```

Results
E_LUMO in eV: 0.626
E_HOMO in eV: -7.630
SMILES string: C#C/C(C)=C\Cl.Oc1ccc(S)o1
Net charge: 0
Orbital gap in eV: 8.26
Spin multiplicity: 1

Here is a 2-piece molecular cluster, C9H14 overall from the OMol25 dataset. Energies are from ωB97M-V/def2-TZVPD.

XYZ file:
```
23
Properties=species:S:1:pos:R:3:lowdin_charge:R:1
C 3.889 0.505 -0.661 -0.231
C -2.513 0.230 0.834 -0.337
H -3.217 -0.119 -1.111 0.093
C -0.269 -1.304 0.162 -0.150
H -3.783 1.089 2.313 0.091
H 3.840 0.543 -2.765 0.097
H 3.286 -1.101 -1.983 0.029
H -1.984 -0.017 2.789 0.093
H 3.159 0.426 0.145 0.056
C -3.590 1.203 1.206 -0.045
H -2.937 2.085 0.930 0.116
C -0.463 -0.857 1.401 -0.125
C -1.223 -0.995 -0.770 -0.076
C 3.384 -0.071 -1.903 -0.191
H 2.257 0.270 -1.878 0.101
C -1.677 -0.326 1.819 -0.036
H 0.657 -1.898 -0.225 0.140
H 4.120 1.506 -0.860 0.036
H 4.869 0.242 -0.081 0.101
H -1.189 -1.264 -1.807 0.089
H 0.373 -0.904 2.140 0.119
H -4.538 1.062 0.722 0.068
C -2.449 -0.307 -0.415 -0.038
```

Results
E_LUMO in eV: 0.970
E_HOMO in eV: -8.917
SMILES string: Cc1ccccc1.CC
Net charge: 0
Orbital gap in eV: 9.89
Spin multiplicity: 1

Here is a 10-piece molecular cluster, C10H40N20O10 overall from the OMol25 dataset. Energies are from ωB97M-V/def2-TZVPD.

XYZ file:
```
80
Properties=species:S:1:pos:R:3:mulliken_spin:R:1
H -26.018 8.250 -15.393 0.000
N -24.668 7.136 -21.199 0.002
C -20.539 8.640 -13.415 0.000
H -23.487 3.025 -14.483 0.000
N -23.624 7.574 -22.967 0.001
H -22.823 4.691 -24.839 0.000
N -26.060 7.468 -16.030 0.001
N -20.228 7.686 -14.266 0.000
N -20.472 6.871 -17.026 0.043
H -25.337 6.702 -21.818 0.000
H -20.070 13.315 -21.905 0.000
H -17.099 5.903 -19.005 0.000
H -22.892 7.932 -23.564 0.000
H -16.045 6.144 -20.414 0.000
H -20.773 6.864 -14.046 -0.001
O -20.463 13.678 -16.724 0.000
C -21.640 12.451 -21.026 0.000
O -17.392 6.682 -17.339 0.000
H -22.133 6.241 -24.594 0.000
H -19.367 7.674 -14.794 0.000
H -24.253 6.878 -23.343 0.000
H -23.716 14.010 -16.661 0.000
N -17.142 5.844 -15.273 0.000
H -19.755 11.828 -20.914 0.000
O -22.387 13.333 -21.390 0.000
O -21.514 8.673 -17.797 0.523
C -20.923 7.673 -17.980 -0.012
N -24.018 7.530 -16.848 0.010
H -16.720 5.946 -22.314 0.000
N -20.536 7.485 -19.197 0.472
H -20.109 5.880 -22.233 -0.002
H -23.726 5.709 -12.947 0.000
O -21.538 8.729 -12.715 0.000
C -25.105 6.790 -16.660 0.000
H -22.307 15.118 -16.512 0.000
H -20.708 7.182 -16.095 -0.006
O -22.730 8.256 -20.968 0.014
N -15.420 6.385 -16.461 0.000
C -23.596 7.650 -21.674 0.001
O -21.599 5.309 -14.017 0.000
H -24.842 7.462 -20.259 0.000
H -24.478 4.127 -13.376 0.000
H -18.124 5.681 -15.102 0.000
C -17.839 5.330 -20.845 -0.002
N -22.589 3.459 -14.645 0.000
H -19.490 10.189 -12.641 0.000
N -22.157 12.300 -17.359 0.000
C -21.707 13.481 -16.955 0.000
O -20.941 3.716 -23.317 0.000
H -23.376 7.170 -17.540 -0.005
N -23.726 4.802 -13.390 0.000
O -18.923 4.827 -20.511 0.005
H -18.252 5.132 -22.676 0.000
C -22.612 4.567 -14.010 0.000
H -18.592 9.170 -13.584 0.000
O -25.164 5.588 -16.957 0.002
H -20.758 8.166 -19.908 -0.005
H -21.258 10.601 -20.430 -0.002
N -22.729 14.221 -16.704 0.000
N -16.947 5.956 -20.002 0.001
N -20.347 12.540 -21.320 0.000
N -21.960 11.325 -20.491 0.001
N -22.194 5.275 -24.306 0.000
H -21.911 3.156 -15.329 0.000
N -19.524 9.501 -13.379 0.000
H -16.446 5.600 -14.583 0.000
H -15.139 6.711 -17.374 0.000
N -17.451 5.289 -22.080 0.000
H -21.131 6.841 -23.105 0.001
H -26.883 6.900 -15.885 0.000
H -21.574 11.502 -17.565 0.000
H -23.960 8.413 -16.363 0.001
H -19.788 6.153 -17.221 -0.005
N -20.890 5.888 -22.873 0.001
C -21.305 4.867 -23.507 0.000
H -19.759 6.895 -19.460 -0.042
H -14.850 6.059 -15.693 0.000
H -22.877 11.156 -20.105 0.000
C -16.738 6.327 -16.379 0.000
H -23.103 12.417 -17.692 0.000
```

Results
E_LUMO (spin up / spin down) in eV: -2.430 / -7.985
E_HOMO (spin up / spin down) in eV: -11.227 / -11.227
Net charge: +1
Orbital gap (spin up / spin down) in eV: 8.80 / 3.24
Spin multiplicity: 2

Largest force on an atom across the listed records, respectively: 3.90 3.63 2.84 2.31 14.06 0.86 4.66 8.54 eV Å⁻¹.
Energy above the lowest of the compared OMol25 structures with the same formula, charge and spin across the listed records, respectively: 99.1 148.0 268.4 201.4 1538.3 222.7 228.3 241.7 kJ/mol.